Record 1
C6H12O | wB97M-V/def2-TZVPD

Its energy relative to the best compared isomer or geometry (same formula, charge and spin) is 31.9 kcal/mol. The net charge is 0. The SMILES is C/C=C/C.CC=O.

Each line ends with the Löwdin charge.
Cartesian coordinates (Å):
C1 2.0911 -1.5720 -0.2606  -0.103
C2 0.7359 -1.0035 -0.5718  -0.192
C3 -1.7525 -0.9567 -0.2443  -0.116
C4 -0.3314 -1.1612 0.2076  -0.206
O1 0.6125 1.6714 1.9424  0.034
C5 -0.3262 1.7427 1.1871  -0.342
C6 -0.2694 2.3789 -0.1788  -0.056
H1 2.3701 -2.2667 -1.0675  0.075
H2 2.8799 -0.8136 -0.1845  0.071
H3 2.0636 -2.1407 0.6772  0.074
H4 0.6078 -0.5351 -1.5518  0.108
H5 -2.4229 -0.7276 0.5903  0.066
H6 -2.1081 -1.8896 -0.7053  0.078
H7 -1.8457 -0.1704 -1.0040  0.062
H8 -0.1867 -1.5939 1.1998  0.111
H9 -1.3301 1.3732 1.4935  0.112
H10 0.7514 2.3503 -0.5656  0.082
H11 -0.5832 3.4272 -0.0886  0.085
H12 -0.9560 1.8873 -0.8751  0.059

Record 2
C20H41Br2Cl2F3O10P3 | wB97M-V/def2-TZVPD

The net charge is -1.

Each line ends with the Löwdin charge.
Cartesian coordinates (Å):
C1 2.2693 4.2414 1.4545  -0.131
C2 2.5124 3.9144 -0.0451  -0.346
C3 2.4878 5.1897 -0.9125  -0.820
Cl1 3.6577 6.4254 -0.3406  0.635
P1 2.5915 4.7634 -2.7733  0.674
Cl2 2.6456 4.0591 -4.8786  0.151
C4 4.4204 4.3565 -2.7193  -0.349
C5 5.2416 5.3164 -3.6180  -0.262
C6 6.2577 6.2190 -2.8828  -0.757
F1 6.5028 5.9039 -1.6000  -0.013
Br1 8.0113 5.9666 -3.8127  0.675
C7 5.9024 7.7568 -3.0550  -0.909
F2 4.6147 7.9857 -2.9169  0.073
F3 6.5886 8.5160 -2.1884  0.041
Br2 6.4865 8.3512 -4.8483  0.706
C8 1.8267 6.4511 -3.3315  -0.849
O1 1.6194 7.3505 -2.4977  -0.098
O2 1.5324 6.5480 -4.5229  -0.131
H1 3.2496 4.5245 1.8560  0.054
H2 1.9549 3.3600 2.0249  0.055
H3 1.5544 5.0649 1.5280  0.069
H4 3.4540 3.3572 -0.1388  0.093
H5 1.7132 3.2333 -0.3702  0.090
H6 1.4880 5.6151 -0.7551  0.067
H7 1.6932 3.6979 -2.5334  0.016
H8 4.7854 4.2460 -1.6966  0.056
H9 4.4976 3.3664 -3.1763  0.053
H10 4.5969 5.9698 -4.2198  0.086
H11 5.7802 4.7172 -4.3514  0.073
O3 1.8883 0.1920 2.8474  -0.212
P2 1.1967 -1.1097 3.1399  0.619
O4 1.3772 -1.0883 4.7786  -0.225
C9 0.5580 -0.2106 5.5472  -0.293
C10 -0.8612 -0.7354 5.6928  -0.087
O5 2.4270 -2.1447 2.7960  -0.221
C11 3.4344 -1.7952 1.8454  -0.302
C12 4.6717 -1.2718 2.5450  -0.075
O6 0.1654 -2.4057 3.3115  -0.204
C13 -0.7094 -2.7100 2.1996  -0.267
C14 0.0551 -3.2094 0.9878  -0.073
H12 0.5575 0.7873 5.0972  0.109
H13 1.0224 -0.1319 6.5304  0.115
H14 -1.3857 -0.7194 4.7344  0.064
H15 -1.4276 -0.1234 6.3970  0.075
H16 -0.8579 -1.7676 6.0426  0.079
H17 3.0564 -1.0753 1.1189  0.104
H18 3.6843 -2.7046 1.2933  0.113
H19 4.4312 -0.4549 3.2250  0.075
H20 5.4064 -0.9168 1.8205  0.078
H21 5.1277 -2.0602 3.1470  0.075
H22 -1.2959 -1.8237 1.9457  0.116
H23 -1.4036 -3.4767 2.5421  0.111
H24 0.6642 -2.4127 0.5521  0.073
H25 -0.6328 -3.5634 0.2187  0.070
H26 0.7297 -4.0204 1.2616  0.087
O7 -4.4195 -3.2993 0.0694  -0.222
P3 -5.4271 -4.0797 -0.7034  0.577
O8 -6.6722 -4.2358 0.3408  -0.204
C15 -7.4763 -3.0898 0.6271  -0.283
C16 -8.4397 -2.7745 -0.5041  -0.083
O9 -4.7811 -5.5872 -0.5815  -0.217
C17 -3.3970 -5.7630 -0.2892  -0.305
C18 -3.1906 -6.0416 1.1850  -0.075
O10 -6.3297 -4.5972 -1.9925  -0.199
C19 -5.8514 -4.2696 -3.3175  -0.267
C20 -4.5645 -4.9946 -3.6649  -0.077
H27 -6.8350 -2.2294 0.8413  0.111
H28 -8.0363 -3.3207 1.5330  0.117
H29 -7.9030 -2.4333 -1.3926  0.066
H30 -9.1361 -1.9885 -0.2085  0.077
H31 -9.0057 -3.6614 -0.7884  0.082
H32 -2.8157 -4.8989 -0.6127  0.090
H33 -3.0497 -6.6177 -0.8747  0.117
H34 -3.6588 -5.2815 1.8110  0.074
H35 -2.1260 -6.0812 1.4261  0.073
H36 -3.6451 -6.9945 1.4612  0.076
H37 -5.7158 -3.1878 -3.3973  0.115
H38 -6.6389 -4.5545 -4.0140  0.118
H39 -3.7303 -4.6306 -3.0595  0.071
H40 -4.3093 -4.8392 -4.7136  0.082
H41 -4.6608 -6.0634 -3.4760  0.086

Record 3
C4H9ILaNO4P | wB97M-V/def2-TZVPD

The net charge is +3.

Each line ends with the Löwdin charge.
Cartesian coordinates (Å):
C1 -1.9995 0.1424 0.7271  -0.072
C2 -1.7586 1.5509 1.2886  -0.244
C3 -0.3582 2.1369 1.0936  -0.669
I1 0.2568 3.2230 2.8153  1.112
O1 0.6757 1.0926 0.8988  0.009
C4 0.9061 0.7169 -0.2815  -0.615
O2 0.4266 0.9494 -1.3515  0.144
O3 1.9776 -0.2705 -0.2375  -0.051
P1 1.7260 -1.3868 -1.2840  0.581
N1 1.0791 -2.6631 -0.3779  -0.059
O4 3.1428 -1.8566 -1.8892  -0.161
H1 -2.7124 -0.3897 1.3482  0.094
H2 -2.4185 0.1756 -0.2752  0.079
H3 -1.0956 -0.4698 0.7058  0.041
H4 -2.0345 1.5507 2.3358  0.088
H5 -2.4300 2.2326 0.7741  0.131
H6 -0.3055 2.8559 0.2873  0.094
H7 0.2362 -3.0078 -0.8479  0.003
H8 0.7366 -2.2600 0.5035  0.113
H9 3.2430 -1.4607 -2.7701  0.079
La1 0.7061 -2.8618 -3.4632  2.304

| no. | E_tot (eV) | largest force on an atom (eV Å⁻¹) |
| --- | --- | --- |
| 1 | -8462.9717 | 0.48 |
| 2 | -243030.8660 | 8.59 |
| 3 | -32188.9066 | 1.29 |